Record 1
C3H7NS | the ωB97M-V functional and the def2-TZVPD basis

The calculation puts the energy above the lowest of the compared OMol25 structures with the same formula, charge and spin at 128.6 kcal/mol.

Last column: natural (NBO) charge in e.
Atoms and positions in Å:
1 C 2.03 -0.78 -0.22  -0.62
2 C 1.24 0.32 0.46  -0.50
3 C 0.23 1.17 -0.24  0.05
4 H 2.39 -0.28 -1.26  0.21
5 H 1.08 -1.61 -0.49  0.22
6 H 2.95 -1.08 0.36  0.24
7 H 2.06 1.07 0.96  0.21
8 H 0.65 0.05 1.49  0.25
9 H 0.72 2.13 -0.28  0.18
10 H -2.88 -0.12 0.86  0.17
11 N -1.09 1.15 -0.20  -0.40
12 S -1.27 -0.78 -0.02  -0.02

=====

Record 2
C4H11N2 | the ωB97M-V functional and the def2-TZVPD basis

As for the net charge: +1. The calculation puts the energy above the lowest of the compared OMol25 structures with the same formula, charge and spin at 56.8 kcal/mol.

Last column: natural (NBO) charge in e.
Atoms and positions in Å:
1 C 1.66 0.42 -0.54  0.38
2 C -1.16 1.06 -0.30  -0.65
3 C -1.27 -0.81 1.34  -0.66
4 C -0.65 -0.30 0.10  0.05
5 N 2.94 0.26 -0.44  -0.71
6 N 0.75 -0.43 0.00  -0.53
7 H 1.09 1.30 -0.93  0.25
8 H -2.21 1.05 -0.43  0.26
9 H -0.99 1.85 0.39  0.23
10 H -0.75 1.25 -1.24  0.20
11 H -2.33 -0.96 1.37  0.27
12 H -1.11 -0.21 2.27  0.24
13 H -0.85 -1.84 1.46  0.22
14 H -1.09 -1.09 -1.12  0.17
15 H 3.55 0.81 -1.03  0.45
16 H 3.27 -0.63 0.07  0.44
17 H 1.05 -1.28 0.40  0.41

=====

Record 3
C18H54BrMnNO12 | the ωB97M-V functional and the def2-TZVPD basis

Its spin multiplicity is 6. The calculation puts the energy above the lowest of the compared OMol25 structures with the same formula, charge and spin at 0.0 kcal/mol.

Last column: Mulliken spin population.
Atoms and positions in Å:
1 Mn -0.39 -0.51 -0.01  4.80
2 Br 0.38 -0.62 -2.45  0.06
3 N -0.89 -0.33 3.30  0.01
4 O -0.96 -0.32 2.10  0.02
5 O -0.30 0.53 3.93  0.00
6 O -1.50 -1.20 3.91  0.00
7 C -0.97 4.58 -1.04  0.00
8 C -0.25 3.56 -1.92  0.00
9 O -1.00 2.69 -2.72  0.00
10 H -0.36 5.44 -0.74  0.00
11 H -1.33 4.23 -0.07  0.00
12 H -1.85 4.95 -1.56  0.00
13 H 0.52 3.04 -1.36  0.00
14 H 0.35 4.15 -2.61  0.00
15 H -0.53 1.86 -2.86  0.00
16 C 5.87 -3.06 0.34  0.00
17 C 4.65 -2.16 -0.05  0.00
18 O 3.47 -2.90 -0.33  0.00
19 H 5.61 -3.83 1.07  0.00
20 H 6.66 -2.47 0.80  0.00
21 H 6.20 -3.49 -0.60  0.00
22 H 4.63 -1.42 -0.84  0.00
23 H 4.40 -1.48 0.77  0.00
24 H 3.54 -3.62 -0.96  0.00
25 C -3.24 -2.52 -1.90  0.00
26 C -2.10 -3.20 -1.15  0.01
27 O -1.68 -2.35 -0.15  -0.03
28 H -2.75 -1.67 -2.37  0.00
29 H -4.15 -2.17 -1.42  0.00
30 H -3.62 -3.23 -2.63  0.00
31 H -1.23 -3.38 -1.79  0.00
32 H -2.34 -4.16 -0.70  0.00
33 H -2.11 -2.66 0.65  0.01
34 C 1.65 -2.64 2.82  0.00
35 C 0.81 -3.01 1.61  0.01
36 O 1.02 -2.07 0.60  0.04
37 H 2.73 -2.68 2.67  0.00
38 H 1.44 -3.34 3.63  0.00
39 H 1.52 -1.61 3.16  0.00
40 H -0.19 -3.14 2.01  0.00
41 H 1.21 -3.97 1.27  0.00
42 H 1.90 -2.25 0.25  0.00
43 C 0.91 4.99 1.76  0.00
44 C 0.52 3.98 2.85  0.00
45 O -0.22 2.89 2.30  0.00
46 H 0.09 5.61 1.39  0.00
47 H 1.48 4.46 1.00  0.00
48 H 1.62 5.77 2.04  0.00
49 H -0.10 4.48 3.59  0.00
50 H 1.41 3.77 3.44  0.00
51 H -0.38 2.15 2.88  0.00
52 C -4.71 -1.63 2.90  0.00
53 C -4.19 -3.03 2.60  0.00
54 O -2.89 -3.17 2.08  0.00
55 H -4.36 -0.96 2.12  0.00
56 H -4.50 -1.25 3.90  0.00
57 H -5.79 -1.72 2.97  0.00
58 H -4.88 -3.54 1.93  0.00
59 H -4.19 -3.53 3.57  0.00
60 H -2.35 -2.47 2.45  0.00
61 C 0.98 0.06 -6.61  0.00
62 C 2.39 0.05 -6.00  0.00
63 O 2.54 -1.04 -5.07  0.00
64 H 0.71 -0.83 -7.17  0.00
65 H 0.81 0.93 -7.25  0.00
66 H 0.26 -0.04 -5.80  0.00
67 H 2.63 1.05 -5.62  0.00
68 H 3.05 -0.15 -6.84  0.00
69 H 1.93 -0.99 -4.33  0.00
70 C -3.93 2.08 -0.02  0.00
71 C -3.29 0.90 -0.68  0.00
72 O -1.91 0.98 -0.59  0.06
73 H -4.99 2.06 0.21  0.00
74 H -3.65 3.02 -0.51  0.00
75 H -3.52 2.21 0.98  0.00
76 H -3.47 0.86 -1.76  0.00
77 H -3.75 0.01 -0.24  0.00
78 H -1.65 1.78 -1.06  0.00
79 C 2.98 1.67 1.76  0.00
80 C 2.56 1.10 0.45  0.00
81 O 1.18 0.85 0.59  0.00
82 H 3.98 2.08 1.67  0.00
83 H 2.88 0.85 2.47  0.00
84 H 2.47 2.60 2.01  0.00
85 H 3.07 0.16 0.27  0.00
86 H 2.66 1.78 -0.39  0.00
87 H 0.86 1.59 1.10  0.00

=====

Record 4
C2H8N2O | the ωB97M-V functional and the def2-TZVPD basis

As for the SMILES: [H]/N=C/N.CO. The calculation puts the energy above the lowest of the compared OMol25 structures with the same formula, charge and spin at 71.8 kcal/mol.

Last column: natural (NBO) charge in e.
Atoms and positions in Å:
1 C 1.80 -5.00 0.13  -0.27
2 O 0.62 -5.50 -0.54  -0.71
3 H 2.41 -4.52 -0.71  0.18
4 H 2.52 -5.78 0.54  0.17
5 H 1.44 -4.31 0.88  0.17
6 N 0.18 4.04 -0.62  -0.58
7 C -0.98 4.46 -0.12  0.26
8 N -2.22 3.83 0.28  -0.87
9 H 0.20 -6.00 0.21  0.46
10 H 0.60 4.93 -0.74  0.33
11 H -1.18 5.56 -0.20  0.10
12 H -2.98 4.09 -0.32  0.38
13 H -2.41 4.20 1.21  0.37

=====

Record 5
C7H35NO11 | the ωB97M-V functional and the def2-TZVPD basis

As for the SMILES: C=C/C(N)=C(\C)CC.O.O.O.O.O.O.O.O.O.O.O. The calculation puts the energy above the lowest of the compared OMol25 structures with the same formula, charge and spin at 53.5 kcal/mol.

Last column: natural (NBO) charge in e.
Atoms and positions in Å:
1 C -4.36 -0.90 1.42  -0.62
2 C -3.37 0.06 0.82  -0.43
3 N -1.32 1.65 -0.46  -0.87
4 C -0.99 0.65 0.51  0.17
5 C -1.89 -0.14 1.17  -0.08
6 C -1.59 -1.11 2.28  -0.67
7 C 1.50 0.10 0.35  -0.38
8 C 0.41 0.54 0.97  -0.23
9 H -5.39 -0.53 0.96  0.20
10 H -4.29 -1.90 1.01  0.21
11 H -4.61 -0.84 2.44  0.22
12 H -3.55 0.13 -0.36  0.20
13 H -3.54 1.08 1.19  0.21
14 H -2.05 1.44 -1.12  0.40
15 H -0.43 1.91 -0.97  0.39
16 H -0.68 -1.00 2.80  0.23
17 H -1.50 -2.02 1.73  0.24
18 H -2.40 -1.38 3.10  0.21
19 H 1.41 -0.09 -0.66  0.17
20 H 2.47 -0.08 0.68  0.21
21 H 0.71 0.71 2.01  0.20
22 H -2.09 -0.13 4.37  0.47
23 H -2.52 1.32 4.56  0.46
24 O -2.40 0.53 5.05  -0.94
25 H 0.83 -2.64 2.01  0.46
26 H 1.98 -3.09 1.13  0.49
27 O 1.65 -3.12 2.07  -0.96
28 H 3.83 1.89 1.49  0.49
29 H 4.77 3.08 1.10  0.49
30 O 4.69 2.12 1.05  -0.97
31 H 5.45 0.33 0.68  0.49
32 H 4.45 -0.04 -0.43  0.47
33 O 5.30 -0.30 0.03  -0.95
34 H 1.32 1.94 -3.40  0.46
35 H 1.87 2.60 -2.17  0.48
36 O 1.18 2.63 -2.79  -0.94
37 H -0.01 -1.85 -2.34  0.51
38 H 1.16 -2.54 -2.95  0.47
39 O 0.89 -1.68 -2.66  -0.99
40 H 2.93 -2.19 -1.04  0.48
41 H 4.02 -2.47 0.01  0.50
42 O 3.09 -2.27 -0.10  -0.96
43 H -2.18 3.72 1.96  0.45
44 H -1.69 3.90 0.62  0.47
45 O -1.31 4.00 1.51  -0.93
46 H 0.47 0.39 -5.14  0.45
47 H 0.77 -0.88 -4.40  0.49
48 O 0.34 -0.53 -5.14  -0.95
49 H -2.26 -2.32 -1.64  0.48
50 H -1.48 -1.13 -1.24  0.50
51 O -1.41 -2.10 -1.28  -0.95
52 H -2.90 -0.03 -3.51  0.47
53 H -1.57 0.41 -3.28  0.47
54 O -2.31 0.16 -2.86  -0.94

=====

> energy above the lowest of the compared OMol25 structures with the same formula, charge and spin of number 4 (C2H8N2O)?

71.8 kcal/mol